The following is a DFT calculation (ωB97M-V/def2-TZVPD) of a structure of composition C39H55Br33IN3O4S.

Values from the calculation:
Largest force on an atom (hartree/bohr): 0.087
LUMO (eV): -0.86
Kohn-Sham gap (eV): 7.55
ΔE to the lowest compared entry with this formula, charge and spin (kcal per mole): 47.1

Cartesian coordinates (Å):
C (-8.4644, -0.1653, -1.6890)
H (4.8301, 3.5625, -1.5432)
H (1.6443, -1.5601, -2.2124)
C (-5.9349, -0.2925, 4.5857)
Br (-1.8496, -0.8780, 7.5798)
C (7.8502, -9.3667, 2.5185)
Br (-12.7229, -3.9155, 0.0701)
C (3.3307, -1.2107, -0.8521)
H (1.8407, -6.3041, 3.7016)
Br (4.1009, -7.3254, 3.6731)
Br (-12.9604, 2.6343, -4.7659)
Br (-10.2774, 1.1606, -5.7119)
Br (-0.3345, -2.7478, -6.6102)
H (4.6674, 4.6715, -0.0395)
N (-5.6483, 0.1511, 2.0685)
S (-2.5061, -1.3427, 3.0933)
C (5.0930, 3.7236, -0.4596)
Br (2.1039, -6.7871, 6.1207)
C (8.7338, -1.9517, 1.9099)
H (-4.8100, 3.3917, 1.3320)
H (3.4500, -0.9359, 0.2256)
N (-2.4191, 0.0394, 2.2003)
C (8.2451, -0.8949, 0.8528)
Br (-14.5273, -1.2747, -0.1257)
C (2.6887, -6.2031, 4.3711)
H (5.0719, 3.9971, -5.3353)
Br (4.6634, 0.2534, 4.5819)
C (1.9832, -0.7237, -1.5224)
H (3.1567, 1.7079, -1.0455)
C (-5.3690, 1.9512, -6.0419)
H (9.0297, -0.6721, 0.0689)
H (2.8763, -0.5887, 6.0815)
O (7.0077, -1.2552, 0.2221)
H (7.9311, -1.6220, -1.6374)
H (-12.1070, -1.5973, -0.5591)
C (2.8746, 0.1831, 5.3185)
C (-2.3806, 0.8430, 6.8730)
C (0.9216, 3.1394, -0.8281)
Br (-4.5413, 2.1031, -7.7856)
C (6.0610, 3.5715, -5.1944)
H (1.3925, 3.7621, -1.6480)
H (3.4231, -2.3346, -0.9012)
Br (-12.0542, -1.3789, 1.9076)
H (4.0588, 2.0517, 2.5405)
H (1.5746, -3.0272, -0.5977)
H (1.3484, 1.7874, 2.0801)
Br (-0.3935, -1.4477, -3.6751)
C (-1.9417, 2.4311, 0.3499)
Br (-12.9334, -0.5475, -5.1491)
Br (7.9052, -8.3033, 0.9035)
C (-12.2124, 1.1466, -5.7493)
H (-3.9203, 2.5810, -0.7147)
H (-5.0831, 0.4329, 4.7157)
H (1.8661, -2.9391, 1.2213)
H (8.0646, 0.0819, 1.4021)
C (4.6030, 2.5246, 0.4434)
H (-7.7256, -0.9476, -1.8303)
C (-1.0654, 1.1372, 0.3078)
H (2.0814, 3.3758, 2.4904)
H (-12.5103, 1.2685, -6.7853)
H (-1.7522, 3.1203, -0.5206)
H (-6.6767, 1.9994, 1.4777)
Br (6.9857, 3.7120, -6.8873)
C (3.1621, 1.9940, 0.0358)
H (0.0866, 3.7693, -0.4231)
Br (-5.5798, 0.1064, -5.4987)
Br (1.5696, -0.3372, 3.9878)
C (0.0675, -4.1228, 0.5115)
H (-3.9098, 2.1912, 2.3930)
H (5.8720, -2.0268, -2.8561)
C (-1.4368, 0.0436, 1.2624)
C (2.0049, 3.0309, 0.3117)
C (-3.4961, 1.9944, 0.1567)
C (4.7005, 2.8119, 2.0076)
Br (-7.8451, 1.3860, -2.6604)
C (-0.4188, -1.1113, -5.5817)
Br (2.3878, 1.8412, 6.1900)
H (-1.8833, 2.9932, 1.3210)
N (-1.2575, -2.1320, 2.2996)
I (-1.7920, -4.1385, -0.5910)
H (-6.3637, 2.3769, -6.1274)
Br (-0.8419, 3.5008, -4.7416)
H (6.2179, 3.7682, -0.3531)
H (2.5126, 4.0455, 0.3495)
H (-3.5887, 0.9143, -0.1601)
H (4.0875, -0.6546, -2.8200)
H (-5.5472, -1.3484, 4.4808)
H (1.1282, 3.8942, -6.1962)
C (1.0833, -2.9296, 0.4167)
Br (8.1813, -8.2966, 4.0951)
H (0.3880, 3.3853, 1.8786)
C (-6.5844, 0.0850, 3.1966)
Br (-4.4316, 2.9731, -4.6898)
C (-0.7453, -1.3151, 1.3538)
H (5.3263, 1.6715, 0.2585)
H (-5.7926, -0.6705, 1.4767)
Br (6.1997, -10.3650, 2.6635)
H (8.9977, -2.9410, 1.4422)
Br (-1.9247, -0.0149, -6.0729)
C (0.0801, 0.9210, -0.5867)
C (4.5273, -0.6715, -1.7748)
H (0.4750, -0.5417, -5.8167)
H (8.6552, -10.0909, 2.4503)
C (0.3766, -1.5122, 0.3872)
O (0.3564, -5.0247, 1.2383)
C (-4.4182, 2.3363, 1.4057)
Br (5.8130, 1.7286, -4.6630)
H (2.9673, 1.1204, 0.7262)
H (9.6826, -1.5678, 2.3891)
H (5.5177, -2.6125, -1.1902)
Br (-4.0284, 1.4717, 7.6712)
C (1.0384, 3.7120, -5.1303)
Br (-8.5377, 0.1920, 0.2027)
H (4.3917, 3.8678, 2.2161)
Br (2.0265, 2.0919, -4.7410)
H (-5.7875, 1.1047, 0.2031)
C (7.0581, -1.0535, -1.1992)
C (-5.7387, 1.4158, 1.2901)
Br (3.1899, -4.3357, 4.3678)
C (-12.7605, -1.9864, 0.2143)
H (-6.7055, -0.2156, 5.3892)
Br (-10.1392, -0.8394, -2.3918)
O (0.5060, 1.9070, -1.4639)
C (0.7937, -0.4557, -0.5269)
H (4.8055, 0.3859, -1.5439)
Br (-2.4795, 0.8200, 4.9396)
H (7.0949, 0.0404, -1.4850)
Br (1.7967, 5.2476, -4.2279)
H (-1.6048, 1.5518, 7.1447)
H (2.1044, 0.1699, -2.1931)
H (5.7677, 2.6161, 2.3069)
H (8.0049, -2.0879, 2.7557)
C (5.7414, -1.6878, -1.7867)
O (-7.7805, 0.2934, 3.1010)
Br (6.9311, 4.6055, -3.8110)
C (1.3741, 2.8660, 1.7738)

Atom charges from the Löwdin analysis, given in e for atoms 1 to 6: -1.568 0.059 0.036 -0.023 0.573 -1.626

=====

The following is a DFT calculation (ωB97M-V/def2-TZVPD) of a cluster of 2 separate species, C39H55NO6S2 in total.

Values from the calculation:
SMILES: CCCCCCCCCCc1c(CCCO)ccc2c1C(=O)c1ccc(CCCSC(=S)N(CC)CC)cc1C2=O.C[C@@H]1COC(=O)O1
Largest force on an atom (hartree/bohr): 0.160
LUMO (eV): -1.49
Kohn-Sham gap (eV): 6.87

Cartesian coordinates (Å):
C (1.8371, 6.7380, 1.2488)
H (3.2986, -11.3011, 5.5380)
H (-2.1984, 3.6506, -3.1788)
H (-4.7051, 2.8934, -3.9225)
H (-2.6721, 4.6749, 0.2183)
C (-0.6313, 3.6321, -0.2273)
O (-2.7499, 4.6646, -6.2754)
H (4.4219, -5.6094, -1.1411)
H (-2.2481, 7.8876, 0.3637)
H (1.0211, 1.6977, -1.0392)
C (-1.5053, 8.2023, -3.2991)
C (-3.8026, 2.8723, -4.6693)
S (2.6455, -9.3132, 3.4388)
H (1.1885, 4.6813, -1.1681)
H (2.6968, 8.6372, 3.5930)
H (-1.3675, 2.7224, -0.3876)
C (2.0925, -6.0098, -0.6384)
C (1.3014, 2.5029, -1.8546)
O (0.6119, 7.2572, 1.5648)
H (-4.7305, 3.9178, -6.5725)
C (1.5173, -7.7790, 1.2774)
H (-0.1686, 9.6054, 3.8405)
H (-3.8337, -1.7919, -1.7044)
C (-1.3190, 6.1386, -0.9511)
C (-0.9608, -11.3174, 5.7072)
H (0.4857, 2.7134, -4.0292)
C (0.6454, -11.4014, 5.2539)
H (0.6631, 7.3165, 3.6023)
C (1.3879, -9.1137, 4.8582)
C (0.7985, 8.0026, 2.7570)
C (0.3512, -3.7193, -1.0538)
H (-1.6512, 9.1791, -3.9678)
C (-1.1726, -3.0601, -1.0412)
H (-0.1882, 6.5215, -0.9527)
C (2.2748, -7.5930, -0.1770)
H (-1.2125, 8.7809, 2.6564)
H (2.5576, -12.3722, 7.5675)
H (0.0480, 3.3962, 0.7240)
H (-3.3787, 7.3303, -1.0671)
H (2.0537, -7.0780, 2.0504)
C (-0.0392, 7.5817, -3.7502)
H (0.3675, 7.9991, -4.7648)
H (-1.0111, -11.3242, 6.8884)
H (-1.6280, 5.6879, -2.0124)
C (1.4142, -1.2004, -1.9122)
C (3.1837, -3.4600, -1.5701)
H (-4.4379, 5.0982, -5.0396)
C (-1.5244, 4.9570, 0.1666)
H (1.1467, -12.3961, 5.6127)
C (0.3998, 3.8463, -1.4839)
H (-1.4078, -10.3157, 5.2413)
H (3.3629, -9.4877, 6.3156)
C (-1.5937, 8.6487, -1.7240)
C (-2.9258, -1.0972, -2.0456)
C (1.6462, -2.8072, -1.5100)
N (1.3356, -10.2176, 5.8971)
H (-1.5293, 2.8481, -4.8533)
H (4.1042, -2.7893, -1.9126)
O (2.5564, -0.4615, -1.9190)
H (-4.4146, 0.6982, -2.9727)
H (-2.3783, 7.4547, -3.5950)
H (2.0123, -10.0224, 1.0401)
H (0.4483, -9.6223, 2.1637)
C (1.5617, -9.3121, 1.8715)
H (2.3512, 9.3275, 1.9847)
C (2.7578, -11.2156, 7.7643)
H (-0.3344, -5.9021, -0.2586)
O (2.8264, 7.3384, 1.9811)
H (-1.1492, 5.3740, 1.2004)
C (0.7777, 1.8454, -3.3008)
H (-2.9161, 5.2257, -7.0947)
H (1.8824, -8.3100, -1.0153)
H (0.6683, -11.4022, 4.0819)
C (-1.3583, -1.6020, -1.7766)
H (-1.5620, -12.1978, 5.2139)
C (-0.0861, -0.6124, -2.2172)
C (2.7786, -10.5042, 6.2515)
O (2.0242, 5.8615, 0.4244)
C (2.2232, 8.4472, 2.6263)
H (3.8233, -11.0191, 8.2156)
H (3.4287, -7.7650, 0.0349)
C (3.3735, -5.0611, -1.1303)
C (-3.2954, 0.3479, -2.7865)
C (0.6167, -5.2815, -0.6179)
C (-2.0162, 1.3321, -3.2219)
C (-4.0027, 4.1873, -5.6660)
H (1.8708, -10.7816, 8.3966)
H (-3.9108, 1.9245, -5.3780)
H (0.7155, 7.7283, -2.8414)
H (2.4572, 2.7131, -1.8528)
C (-0.4531, 0.8308, -2.9028)
H (0.4019, -7.4246, 1.2066)
C (-0.1973, 9.1408, 2.8494)
H (1.6172, 1.1820, -3.7978)
C (-2.2492, 7.4712, -0.7355)
H (-2.2315, 9.6421, -1.6805)
S (0.4075, -7.7178, 4.8955)
O (-2.1224, -3.7582, -0.4141)
H (-0.5054, 8.9243, -1.3296)
H (0.0097, 9.9139, 2.1013)
H (-0.2058, 6.4013, -3.8123)
C (-2.3231, 2.7914, -3.9664)
H (-0.1445, 4.1410, -2.5046)

Atom charges from the Löwdin analysis, given in e for atoms 1 to 6: -0.484 0.119 0.106 0.112 0.115 -0.196

=====

The following is a DFT calculation (ωB97M-V/def2-TZVPD) of a structure of composition C39H56BBr2Cl4Cs2F6KLiN2O7.

Values from the calculation:
Net charge: +1
Largest force on an atom (hartree/bohr): 0.172
LUMO (eV): -3.43
Kohn-Sham gap (eV): 3.83

Cartesian coordinates (Å):
C (-4.7885, -2.6378, 7.0102)
H (3.8274, 2.1843, -4.2128)
Br (-1.1742, 3.8751, -1.2547)
O (4.7452, 2.7598, -6.8816)
H (-1.7022, -2.1155, -0.9638)
C (2.2561, 1.2795, -3.0529)
H (5.0421, 1.3936, -1.9635)
C (-5.3752, 1.5534, 0.0237)
H (3.8728, 4.0764, -8.2308)
H (-0.2095, -5.8940, 1.3973)
H (-3.9410, 1.6437, -3.0320)
H (-3.9337, -2.1730, 6.5014)
H (1.2698, 0.8476, 2.5601)
C (1.1900, -4.0324, -2.7084)
C (3.8195, 3.1022, -2.3044)
H (-0.8708, 1.5154, 2.7635)
H (0.6891, -4.6529, 3.4752)
C (-1.1917, 0.8032, -2.5103)
C (4.7919, 2.3891, -1.6271)
H (-2.1784, 0.6569, 1.9961)
N (0.0782, 0.8650, -1.6715)
H (2.9230, 3.6910, -6.7788)
H (-0.9237, 0.5015, -3.5149)
H (0.7000, -6.0844, 4.4728)
H (-6.1848, 1.9231, 0.6549)
H (2.7370, 4.9157, -2.4195)
C (1.2404, -5.5619, 3.6892)
O (-2.1379, -0.0877, -2.0127)
C (5.0758, 4.2346, -0.1194)
H (1.0863, -6.8943, -1.9128)
Cl (6.1444, 10.1234, -1.4205)
H (-5.8301, 2.6068, -1.7674)
C (6.2117, 8.9022, -0.1529)
O (-6.1490, -3.5716, 5.1630)
C (0.5487, -1.4764, -2.6685)
H (1.1394, -4.7878, 1.2683)
B (1.1740, 1.6380, 0.6011)
K (-8.8230, 1.4758, -0.5593)
C (-4.8600, -1.8101, 3.9438)
C (0.8841, -5.8512, 1.3617)
H (2.3153, -2.4248, -1.7728)
C (1.8360, -4.9225, -1.6217)
H (-0.3358, -3.1442, -0.4497)
N (1.6896, 0.7706, 1.6403)
C (3.4935, 4.3616, -1.8973)
H (2.1717, 3.2434, 1.0464)
H (-4.4882, -4.5264, 5.9642)
F (-3.6914, -1.6520, 4.5475)
Li (-6.4219, 3.5880, 0.8020)
C (1.6581, -2.5578, -2.6284)
C (5.4197, 2.9603, -0.5579)
C (-0.2051, 1.2794, -0.2269)
Cl (5.2765, 7.4887, -0.6286)
H (-5.9397, -4.4337, 6.9528)
H (-2.5266, 1.9810, 3.0641)
H (2.8056, -5.2752, -1.9631)
H (-0.0688, -5.7656, -1.1645)
C (0.9619, -6.1114, -1.1686)
H (1.2153, 2.6851, -1.8752)
H (2.2897, -2.3794, -3.4934)
H (1.6762, -0.5125, -1.2374)
Cs (-4.2787, -2.3482, 9.5630)
Cl (5.5660, 9.5872, 1.3534)
C (-0.0248, -1.0319, -0.1641)
Br (-2.8974, 4.1280, 1.4748)
C (3.0904, 2.5158, -3.4847)
H (0.3957, 2.2267, -3.3087)
H (1.5508, -4.4373, -3.6487)
H (2.4740, 3.2600, -3.9799)
H (-1.6160, 1.7954, -2.5729)
O (1.4231, -6.3809, 2.5487)
H (4.3198, 4.7789, -6.6474)
O (1.7966, 2.8026, 0.2750)
C (-2.0855, -2.5380, 2.1321)
C (-3.2299, 0.4972, -1.3887)
H (5.6227, 2.9630, -7.2160)
H (0.1079, -4.1089, -2.6858)
H (-4.5801, 0.3180, 1.6034)
C (-5.1621, 1.9086, -1.3053)
C (-3.4499, 0.1495, -0.1010)
H (2.4655, -6.7215, 0.2688)
H (-4.4378, -2.9203, 7.9988)
H (-0.4380, -1.9014, -2.8111)
H (2.2068, -5.2748, 4.1046)
C (-1.8435, 1.6392, 2.2983)
H (2.8726, 0.7346, -2.3496)
F (-4.6349, -1.4022, 2.6675)
Cs (7.8120, 2.6199, 1.1962)
C (-1.8119, 2.6025, 1.1500)
H (0.7350, -0.9178, -3.5829)
C (-5.3084, -3.8639, 6.2536)
O (-0.6733, 0.1154, 0.3665)
H (2.1084, 0.6976, -3.9564)
C (0.6261, -0.5033, -1.4968)
H (6.1844, 2.3757, -0.0386)
H (5.5319, 4.7192, 0.7387)
C (-5.4214, -3.2564, 3.9111)
H (-5.5789, -1.8804, 7.1240)
H (-2.7953, -0.5511, 0.3936)
C (3.9225, 3.8971, -7.1539)
F (-7.4395, 3.2781, -1.0792)
C (-1.1014, 2.4690, 0.0292)
F (-5.7086, -0.8690, 4.5035)
C (-4.4979, 0.6592, 0.5895)
C (-4.1013, 1.3709, -1.9983)
H (3.8174, 5.9078, -0.4838)
H (-6.2776, -3.1583, 3.1806)
H (0.9438, -7.6487, 0.2905)
H (-2.5915, -2.5616, 3.0733)
H (2.6727, 0.9938, 1.7672)
C (0.9608, 1.8244, -2.4797)
O (-4.5017, -4.0942, 3.6182)
H (2.0232, -4.3336, -0.7229)
C (4.1252, 4.9223, -0.7997)
C (-0.9102, -2.2491, -0.2318)
H (0.8070, -1.2748, 0.4933)
C (-1.5315, -2.4434, 1.0749)
F (4.7308, 5.8849, -3.0348)
Cl (7.9026, 8.4277, 0.1120)
C (1.3821, -6.6597, 0.1929)
F (-1.5529, -2.7179, 5.9020)

Atom charges from the Löwdin analysis, given in e for atoms 1 to 6: -0.325 0.120 0.913 -0.140 0.118 -0.135

=====

The following is a DFT calculation (ωB97M-V/def2-TZVPD) of a structure of composition C39H57FN3O5PPtSbSi3.

Values from the calculation:
Net charge: +1
Largest force on an atom (hartree/bohr): 0.014
LUMO (eV): -3.30
Kohn-Sham gap (eV): 4.62

Cartesian coordinates (Å):
H (4.4263, 1.6346, 3.2918)
H (-0.4764, -4.0614, 7.5970)
H (-4.1494, 3.4734, -5.3229)
N (2.0402, -3.7285, 9.7338)
H (-5.5156, 0.2732, -2.9754)
H (-0.9379, 5.3536, -2.6180)
C (3.7730, 0.7742, 3.3716)
C (-1.1183, 2.3975, -0.9780)
C (-1.4805, -2.5247, -2.9617)
H (2.5402, 1.4582, 6.8012)
H (1.8072, -1.8025, -5.1803)
C (3.4662, 1.8984, 6.4295)
H (2.6505, -1.7368, 9.9820)
H (-2.5045, -2.1509, -2.9462)
C (1.7054, -2.2686, 9.8831)
H (1.1305, -2.1580, 10.8009)
H (1.9930, 5.2000, 2.3694)
O (1.9610, -1.5525, 1.3650)
H (0.5549, -2.6954, 3.0118)
C (-1.1722, 4.3062, -2.4840)
C (-2.4102, 0.7673, 1.0644)
H (5.2283, 1.3340, 5.3163)
C (-4.5427, 3.3154, -2.0352)
H (1.1698, -0.8414, 8.3488)
C (0.6029, -4.0760, 7.7745)
N (3.6431, 0.2275, 4.6069)
H (4.1371, 0.7876, -2.4847)
H (-4.0470, 3.2148, -1.0681)
H (2.4620, 3.2062, -1.6291)
H (3.1966, 2.6993, 5.7417)
H (3.6956, -0.1493, -3.9196)
H (-4.2499, 0.0956, -1.7718)
H (1.6570, 1.1330, -5.9536)
H (2.4316, 2.7176, -5.9605)
C (2.7274, -0.7921, 4.8093)
H (-5.6113, 3.1560, -1.8819)
C (3.1491, 0.3217, 2.2550)
H (4.6817, 0.0897, 6.4085)
Si (2.2041, 1.8131, -3.6406)
C (1.7140, 2.0891, -5.4300)
H (4.0049, 2.3356, 7.2697)
H (2.4074, -4.1160, 10.6023)
H (-3.2179, 1.0417, 0.3844)
H (-1.5132, -3.5518, -3.3317)
Pt (0.5583, -0.0842, 0.5772)
H (-3.9608, -0.4000, -3.4385)
C (-0.5717, 2.4517, 3.2118)
C (-2.2428, -0.7697, 1.0604)
N (1.2425, -2.7868, 7.5662)
C (-1.9657, 2.1234, -3.3417)
Sb (0.5586, 0.2868, -2.4439)
H (-1.9379, 0.6091, -1.7974)
H (-0.1641, -1.8742, 8.8436)
C (1.1424, -2.4360, -4.5897)
H (-1.4756, -1.6687, -6.2457)
C (0.7983, -2.7580, 5.1321)
C (0.9443, 4.1720, 3.9317)
H (-2.7232, 1.0718, 2.0636)
C (2.3709, -0.8747, 2.3483)
H (-1.1256, -2.5556, -1.9293)
H (1.4157, 4.0125, -2.8233)
H (1.7063, -2.8083, -3.7339)
C (-1.2818, -0.8460, -5.5541)
Si (-0.3636, -1.4669, -4.0373)
H (-1.2593, 1.6544, 3.4625)
H (0.0192, -4.2151, 9.8939)
C (-4.4388, 0.3562, -2.8147)
H (0.8615, -3.2910, -5.2066)
P (-0.8530, 1.5862, 0.5937)
C (2.0709, -1.3379, 3.7010)
C (-0.2731, 2.7332, 1.8760)
C (-1.5397, 3.5417, -3.5141)
H (-0.2313, 2.9569, 5.2595)
H (-1.7201, 1.5743, -4.2553)
H (-0.6924, -0.0957, -6.0829)
H (4.5907, 1.3631, -4.0959)
O (4.1919, 1.8428, 0.7629)
C (2.4465, -1.3044, 6.0859)
H (0.9697, 3.9046, 0.5648)
H (2.9889, -0.9448, 6.9482)
O (2.1436, 1.1442, 0.2701)
H (-0.9183, 4.3887, -0.3114)
C (2.3185, 3.4155, -2.6906)
O (-1.0153, -1.2305, 1.0309)
C (1.0926, -2.3218, 3.8744)
C (0.6660, 3.7174, 1.5859)
F (-0.2017, -3.6500, 5.3045)
H (-1.6087, 3.9770, -4.5046)
C (3.8084, 0.8614, -3.5223)
C (1.2669, 4.4360, 2.6112)
H (0.7360, 2.5673, -5.4952)
C (0.8449, -4.4878, 9.2384)
C (0.9125, -1.8587, 8.6312)
H (1.4034, 4.7443, 4.7274)
H (2.7637, -3.7974, 9.0122)
C (-1.3036, 1.4387, -2.1301)
H (-4.1652, 1.7547, -5.7202)
C (-4.5019, 2.4952, -4.9923)
Si (-3.8823, 2.0824, -3.2769)
C (3.2118, 1.1611, 0.9933)
C (1.4890, -2.2860, 6.2625)
H (-5.5918, 2.5142, -5.0201)
H (1.0448, -4.8070, 7.0992)
C (-1.0708, 3.7244, -1.1520)
O (-3.2139, -1.4857, 1.1108)
H (1.0399, -5.5526, 9.3432)
H (3.1756, 3.9975, -3.0356)
H (-4.4007, 4.3415, -2.3745)
C (0.0248, 3.1728, 4.2302)
C (4.3340, 0.8673, 5.7270)
H (-2.2446, -0.4028, -5.2980)

Atom charges from the Löwdin analysis, given in e for atoms 1 to 6: 0.154 0.135 0.032 0.049 0.041 0.110

=====

Number 1: total energy -2384325.501 eV. Number 2: total energy -76752.636 eV. Number 3: total energy -283428.974 eV. Number 4: total energy -101496.941 eV.